This record from OMol25 describes one molecule with the formula C16H16N4O2 at a distorted geometry. The level of theory is ωB97M-V/def2-TZVPD.

Structure (XYZ):
```
38
Properties=species:S:1:pos:R:3:forces:R:3
C 0.104245 2.530666 5.334444 -0.10 0.26 0.05
O 0.587157 1.261510 4.968688 0.11 -0.37 -0.27
C 0.506180 0.886902 3.667251 0.09 -0.19 0.08
C -0.014154 1.661081 2.639994 0.03 0.02 0.30
C -0.049212 1.183581 1.342876 0.12 -0.36 -0.18
C 0.437389 -0.084192 1.044552 -0.12 0.56 0.73
C 0.410980 -0.607612 -0.301935 0.03 -0.38 -0.81
N -0.115072 0.069187 -1.247889 -0.03 0.49 0.91
N -0.145692 -0.365647 -2.518944 0.22 -0.69 -0.71
C 0.650504 -1.249136 -3.235409 -0.09 0.04 -0.34
N 1.727717 -1.901380 -2.686798 0.15 -0.09 0.28
N 0.279242 -1.390112 -4.472966 0.44 -0.39 0.07
C -0.824522 -0.581542 -4.630954 -0.23 0.43 0.61
C -1.623111 -0.356119 -5.742195 0.07 -0.01 0.13
C -2.666932 0.540541 -5.609569 -0.10 0.02 -0.15
C -2.921976 1.198395 -4.408081 -0.06 0.08 0.02
C -2.139545 0.982881 -3.287467 0.09 0.02 0.18
C -1.092839 0.092805 -3.422451 -0.27 -0.02 -0.60
C 0.966748 -0.870893 2.076464 -0.03 0.04 -0.06
C 1.004936 -0.406145 3.374983 -0.01 0.15 0.28
O 1.494947 -1.094377 4.442104 -0.18 0.39 -0.09
C 1.994712 -2.390478 4.228999 0.08 -0.22 -0.05
H 0.267631 2.607324 6.408144 -0.03 0.04 -0.08
H -0.965382 2.631346 5.123337 0.05 -0.01 0.00
H 0.651708 3.332033 4.827417 -0.03 -0.04 0.01
H -0.398225 2.647523 2.844717 -0.02 0.08 0.07
H -0.454056 1.786144 0.546710 -0.04 0.10 -0.06
H 0.840660 -1.601852 -0.444196 -0.05 0.06 -0.12
H 2.271125 -2.362672 -3.403331 -0.02 0.09 0.03
H 2.291077 -1.347489 -2.055906 0.00 -0.05 -0.07
H -1.427640 -0.867270 -6.670923 0.03 -0.06 -0.11
H -3.304866 0.737833 -6.458740 -0.05 0.01 -0.06
H -3.749038 1.890444 -4.351021 -0.06 0.05 0.01
H -2.326704 1.483567 -2.350733 -0.05 0.05 0.09
H 1.340500 -1.854428 1.836769 0.06 -0.12 0.03
H 2.317392 -2.744034 5.206838 -0.01 -0.02 -0.09
H 1.222723 -3.062193 3.838794 0.03 0.03 0.00
H 2.851394 -2.386192 3.546428 -0.04 0.00 0.02
```
Forces are in eV/Å.

Values from the calculation:
- SMILES: COc1ccc(/C=N/n2c(N)nc3ccccc32)cc1OC
- HOMO: -7.7942 eV
- Calculated total energy: -26905.8444 eV
- Relative energy (zero: lowest compared OMol25 entry of this formula, charge and spin): 166.8 kJ/mol

Want to see where the charge sits? The Löwdin charges in e are:
1. C -0.08
2. O -0.06
3. C -0.20
4. C -0.01
5. C -0.03
6. C -0.22
7. C -0.09
8. N 0.13
9. N -0.01
10. C -0.39
11. N 0.14
12. N 0.15
13. C -0.24
14. C -0.03
15. C -0.11
16. C -0.11
17. C -0.02
18. C -0.16
19. C 0.03
20. C -0.19
21. O -0.06
22. C -0.08
23. H 0.10
24. H 0.10
25. H 0.10
26. H 0.11
27. H 0.11
28. H 0.12
29. H 0.10
30. H 0.09
31. H 0.11
32. H 0.10
33. H 0.10
34. H 0.10
35. H 0.11
36. H 0.10
37. H 0.10
38. H 0.10